Entry 1:
C3H10N3O | the ωB97M-V functional and the def2-TZVPD basis

Its relative energy (zero: lowest compared OMol25 entry of this formula, charge and spin) is 54.8 kcal per mole. The value obtained for the total energy is -359.5525 Ha. The calculation puts the max |F| at 4.394 eV Å⁻¹. Its HOMO energy is -14.83 eV. Its net charge is +1. For the LUMO energy, the calculation gives -3.33 eV.

Structure (XYZ):
```
17
Properties=species:S:1:pos:R:3:forces:R:3
C 1.478 -0.277 -0.018 -0.363 0.439 0.530
C -0.638 0.559 -1.189 4.316 -0.509 -0.645
C -0.015 0.148 0.161 0.156 -2.939 -2.024
N 2.270 0.800 0.011 0.040 -1.884 0.618
N -0.236 0.789 1.298 0.888 0.574 1.276
N -0.609 -1.701 0.279 1.288 1.408 -0.389
O 1.899 -1.414 -0.058 -0.281 0.271 0.006
H -0.020 0.175 -2.108 -0.951 0.282 1.899
H -0.528 1.623 -1.266 -0.605 0.644 0.097
H -1.566 0.175 -1.287 -3.344 -0.517 -0.414
H 1.940 1.654 -0.316 -0.039 1.777 -0.392
H 3.213 0.497 0.063 1.233 0.697 -0.371
H -1.111 0.814 1.813 0.139 0.356 -0.544
H 0.631 0.906 1.829 -0.862 -0.126 0.385
H 0.232 -2.195 0.018 0.715 0.007 -0.657
H -1.257 -1.757 -0.474 -1.103 -0.677 -0.015
H -0.793 -2.152 1.154 -1.227 0.196 0.641
```
Positions in Å, forces in eV/Å.

natural (NBO) population analysis, charges in e, atoms 1 to 4:
1 C 0.63
2 C -0.67
3 C 0.36
4 N -0.80

---

Entry 2:
C35H61F3O16SY | the ωB97M-V functional and the def2-TZVPD basis

Its relative energy (zero: lowest compared OMol25 entry of this formula, charge and spin) is 0.0 kcal per mole. The value obtained for the total energy is -3309.9251 Ha. The calculation puts the max |F| at 7.631 eV Å⁻¹. Its HOMO energy is -11.09 eV. Its net charge is +1. For the LUMO energy, the calculation gives -5.35 eV.

Structure (XYZ):
```
117
Properties=species:S:1:pos:R:3:forces:R:3
Y -2.916 4.152 -0.138 -3.912 -6.422 -1.295
C -5.781 0.752 -0.502 -0.497 0.786 -1.174
C -5.966 2.188 -1.011 -0.057 0.049 -0.094
O -4.921 3.076 -0.719 3.786 2.637 1.130
H -5.730 0.753 0.587 0.359 -0.344 -0.145
H -4.997 0.248 -1.066 0.486 0.060 0.650
H -6.684 0.245 -0.841 -0.240 -0.195 0.375
H -6.908 2.557 -0.607 -0.033 0.298 0.375
H -6.126 2.235 -2.088 0.098 -0.434 -0.262
C 0.172 0.597 0.276 -2.708 0.156 1.184
F 0.630 -0.628 0.405 0.327 0.051 -0.269
F 0.541 1.325 1.359 -0.012 -0.235 -0.718
F 0.568 1.178 -0.832 0.734 0.199 -0.338
S -1.773 0.528 0.218 -0.221 -2.698 -0.048
O -2.166 -0.281 1.380 0.661 1.889 -0.713
O -2.144 1.975 0.264 0.321 0.631 0.234
O -2.127 -0.163 -1.024 0.772 1.530 0.739
C 1.079 -2.922 -3.202 0.530 0.336 -0.799
C 2.395 -3.099 -4.011 0.542 0.149 -0.015
C 3.087 -1.725 -3.962 -0.290 -0.510 0.058
O 2.100 -0.805 -3.588 -1.203 1.416 0.684
C 0.825 -1.390 -3.309 0.724 -1.464 0.253
H 1.231 -3.242 -2.170 0.016 0.189 0.030
H 0.262 -3.524 -3.600 0.001 0.161 -0.004
H 2.299 -3.366 -5.063 -0.583 -0.199 0.113
H 3.058 -3.837 -3.560 -0.147 -0.156 -0.019
H 3.464 -1.360 -4.917 0.312 -0.425 -0.097
H 3.885 -1.717 -3.220 0.181 0.097 0.052
H 0.121 -1.183 -4.115 -0.076 0.148 -0.062
H 0.451 -1.020 -2.354 -0.097 0.259 -0.120
C 2.332 -3.483 1.974 0.059 1.200 0.566
C 1.553 -4.121 0.835 0.142 0.000 -0.482
C 2.671 -4.660 -0.081 -0.531 -0.924 1.484
O 3.633 -4.996 0.900 1.837 -1.606 -0.750
C 3.739 -4.072 1.943 -1.340 0.269 -0.720
H 1.910 -3.660 2.963 -0.365 0.338 -0.163
H 2.457 -2.419 1.773 -0.512 0.114 0.399
H 0.862 -3.439 0.341 -0.052 0.002 0.082
H 1.007 -4.978 1.231 -0.153 0.003 -0.234
H 3.062 -4.048 -0.894 -0.006 0.547 0.165
H 2.388 -5.629 -0.491 -0.071 0.143 -0.355
H 4.454 -3.297 1.670 0.410 0.000 0.378
H 3.943 -4.562 2.895 0.532 -0.136 -0.316
C 0.001 0.159 4.625 1.061 0.364 -1.747
C 0.471 0.183 6.048 -0.919 0.321 -0.219
C 0.491 -1.322 6.349 -0.011 0.858 0.289
O 0.887 -1.915 5.117 0.904 -1.261 1.086
C 0.852 -1.007 4.071 -1.775 0.764 -0.455
H 0.288 1.065 4.091 -0.148 0.247 -0.031
H -1.054 -0.013 4.411 -0.065 -0.209 0.478
H -0.164 0.853 6.627 -0.031 -0.447 0.560
H 1.451 0.656 6.001 0.281 -0.396 0.460
H -0.487 -1.741 6.586 -0.236 0.298 0.208
H 1.147 -1.525 7.196 0.342 -0.439 -0.334
H 0.277 -1.461 3.264 0.425 -0.138 -0.394
H 1.841 -0.700 3.731 0.166 0.032 0.033
C 5.409 -0.781 0.042 -2.141 -0.292 -0.459
C 3.939 -0.595 0.457 -1.217 -0.309 0.621
C 3.581 0.875 0.141 2.425 -1.696 0.087
O 4.871 1.516 0.270 -0.330 1.070 -0.430
C 5.934 0.594 0.402 0.564 -1.179 0.367
H 5.378 -0.979 -1.029 0.431 0.329 -0.246
H 5.840 -1.681 0.481 0.280 0.420 0.350
H 3.809 -0.824 1.515 0.221 0.347 0.296
H 3.177 -1.228 0.002 0.352 -0.356 -0.467
H 2.865 1.294 0.847 0.087 0.210 -0.341
H 3.318 0.877 -0.917 -0.598 0.558 0.000
H 6.247 0.598 1.446 0.257 0.039 0.085
H 6.802 0.757 -0.236 -0.155 0.937 -0.027
O -3.729 3.382 2.025 -0.744 1.785 -0.562
C -3.900 2.910 3.129 0.027 -0.159 3.000
O -4.896 3.232 4.071 1.705 -0.100 -3.093
C -4.724 2.447 5.268 0.638 -1.349 -0.228
C -3.718 1.319 4.915 0.213 0.572 -0.674
C -2.921 1.955 3.751 -0.661 -0.619 0.471
H -5.676 1.952 5.465 -0.065 0.700 0.420
H -4.329 3.086 6.058 -0.442 0.062 -0.010
H -4.270 0.446 4.566 0.146 -0.053 0.056
H -3.064 1.045 5.742 -0.225 -0.009 -0.010
H -2.531 1.282 2.987 -0.089 -0.129 0.145
H -2.082 2.510 4.169 0.055 0.335 -0.170
O -2.871 -3.579 -3.563 0.263 0.965 3.095
C -2.821 -3.342 -2.345 -1.131 -0.722 -3.495
O -1.710 -3.523 -1.641 0.870 -0.011 -0.512
C -1.942 -3.427 -0.260 -1.372 -0.246 1.577
C -3.481 -3.400 -0.095 -0.168 -0.457 1.291
C -3.949 -2.940 -1.415 -0.624 0.418 -1.008
H -1.563 -2.498 0.167 0.505 -0.195 -0.193
H -1.559 -4.329 0.216 0.433 0.323 0.026
H -3.850 -2.756 0.703 0.466 0.180 0.078
H -3.938 -4.362 0.133 0.491 -0.340 -0.049
H -4.071 -1.857 -1.382 0.142 0.069 -0.478
H -4.900 -3.387 -1.703 0.170 0.096 -0.291
O 2.044 7.249 -1.733 -0.426 -1.310 0.003
C 2.238 6.056 -1.705 0.817 1.492 0.471
O 3.488 5.581 -1.412 -0.998 0.339 -0.850
C 3.518 4.152 -1.557 -1.280 0.176 0.132
C 2.242 3.858 -2.477 1.935 -0.056 0.169
C 1.258 4.902 -1.951 1.189 0.006 -0.059
H 3.421 3.830 -0.520 0.017 -0.878 -0.197
H 4.488 3.873 -1.967 -0.294 -0.134 -0.045
H 1.983 2.801 -2.539 -0.278 0.107 0.501
H 2.621 4.103 -3.469 -0.369 0.238 -0.246
H 0.939 4.541 -0.973 -0.410 0.134 0.188
H 0.433 5.250 -2.573 0.111 -0.251 -0.007
O -1.830 3.291 -2.144 0.345 0.848 0.279
C -1.460 2.893 -3.262 -1.038 -0.729 0.395
O -1.728 3.595 -4.329 0.351 0.165 -0.052
C -1.417 2.831 -5.528 0.038 -0.899 -1.036
C -1.310 1.358 -5.070 0.105 1.249 0.237
C -0.830 1.558 -3.635 -0.810 0.055 1.105
H -0.488 3.141 -6.005 0.002 0.508 0.389
H -2.243 3.011 -6.216 0.117 0.018 0.103
H -0.662 0.721 -5.672 -0.143 0.240 -0.046
H -2.331 0.978 -5.042 0.178 -0.426 0.036
H 0.220 1.675 -3.367 0.353 -0.253 -0.728
H -1.204 0.751 -3.004 -0.010 0.270 0.341
```
Positions in Å, forces in eV/Å.

Mulliken population analysis, charges in e, atoms 1 to 4:
1 Y 1.85
2 C -0.46
3 C -0.64
4 O -0.68

---

Entry 3:
C5H8 | the ωB97M-V functional and the def2-TZVPD basis

Its relative energy (zero: lowest compared OMol25 entry of this formula, charge and spin) is 22.6 kcal per mole. The value obtained for the total energy is -195.2560 Ha. The calculation puts the max |F| at 1.231 eV Å⁻¹. Its HOMO energy is -8.95 eV. Its SMILES is C=C/C=C/C. For the LUMO energy, the calculation gives 1.30 eV.

Structure (XYZ):
```
13
Properties=species:S:1:pos:R:3:forces:R:3
C -2.104 -1.434 0.348 -0.633 -0.091 0.459
C -1.580 -0.238 0.142 0.479 0.261 -0.745
C -0.173 0.151 0.409 -0.661 -0.406 -0.041
C 0.656 0.530 -0.553 0.690 0.888 0.502
C 2.110 0.828 -0.260 0.104 -0.123 0.267
H -3.126 -1.636 0.046 0.096 0.009 -0.054
H -1.617 -2.239 0.884 0.264 0.079 -0.016
H -2.145 0.479 -0.447 -0.169 0.027 0.106
H 0.167 0.075 1.438 0.237 -0.266 -0.061
H 0.315 0.801 -1.547 -0.223 -0.486 -0.057
H 2.215 1.648 0.456 -0.052 0.197 -0.291
H 2.689 1.042 -1.158 -0.089 0.112 0.068
H 2.593 -0.009 0.244 -0.043 -0.199 -0.137
```
Positions in Å, forces in eV/Å.

natural (NBO) population analysis, charges in e, atoms 1 to 4:
1 C -0.38
2 C -0.21
3 C -0.24
4 C -0.16

---

Entry 4:
C3H2N2O | the ωB97M-V functional and the def2-TZVPD basis

Its relative energy (zero: lowest compared OMol25 entry of this formula, charge and spin) is 60.9 kcal per mole. The value obtained for the total energy is -300.1343 Ha. The calculation puts the max |F| at 4.196 eV Å⁻¹. Its HOMO energy (spin up / spin down) is -9.42 / -9.43 eV. For the LUMO energy (spin up / spin down), the calculation gives -1.58 / -1.57 eV.

Structure (XYZ):
```
8
Properties=species:S:1:pos:R:3:forces:R:3
C 0.195 -0.096 1.687 -1.633 -1.629 -2.184
C 0.476 0.767 -1.284 1.306 2.525 -0.024
C -0.214 -0.663 -0.538 -4.067 0.536 -0.883
N 0.203 0.582 2.602 0.499 1.473 1.878
N 0.048 -0.955 0.681 2.089 0.555 1.958
O 0.491 1.896 -1.123 -0.097 -1.551 -0.220
H -1.263 -0.069 -0.852 2.119 -1.448 0.789
H 0.064 -1.463 -1.171 -0.216 -0.460 -1.313
```
Positions in Å, forces in eV/Å.

natural (NBO) population analysis, charges in e, atoms 1 to 4:
1 C 0.38
2 C 0.64
3 C -0.14
4 N -0.38

---

Entry 5:
CH4N2O2S | the ωB97M-V functional and the def2-TZVPD basis

Its relative energy (zero: lowest compared OMol25 entry of this formula, charge and spin) is 112.5 kcal per mole. The value obtained for the total energy is -698.4960 Ha. The calculation puts the max |F| at 5.139 eV Å⁻¹. Its HOMO energy (spin up / spin down) is -9.43 / -9.43 eV. For the LUMO energy (spin up / spin down), the calculation gives -0.66 / -0.66 eV.

Structure (XYZ):
```
10
Properties=species:S:1:pos:R:3:forces:R:3
C 1.232 -1.001 0.946 1.822 0.241 0.385
N -1.802 0.612 -0.658 -1.809 0.368 4.796
N 0.562 -0.818 -0.159 1.251 -1.103 -0.202
O 2.878 0.845 1.561 0.951 0.736 0.055
O 0.765 -1.317 -1.329 0.006 0.835 1.794
S 2.479 -0.498 1.949 -3.158 -1.008 -1.993
H -2.459 0.112 -1.208 -0.643 -0.039 -0.280
H -1.148 1.089 -1.160 1.704 1.793 -1.991
H -0.307 -0.265 -0.093 -0.877 0.024 0.059
H -2.199 1.241 0.152 0.753 -1.847 -2.623
```
Positions in Å, forces in eV/Å.

natural (NBO) population analysis, charges in e, atoms 1 to 4:
1 C -0.22
2 N -1.09
3 N -0.07
4 O -0.90

---

Entry 6:
C3H6N2O3 | the ωB97M-V functional and the def2-TZVPD basis

Its relative energy (zero: lowest compared OMol25 entry of this formula, charge and spin) is 128.9 kcal per mole. The value obtained for the total energy is -452.9956 Ha. The calculation puts the max |F| at 3.771 eV Å⁻¹. Its HOMO energy is -9.67 eV. Its SMILES is CO/[N+]([O-])=C\C(N)=O. For the LUMO energy, the calculation gives 0.18 eV.

Structure (XYZ):
```
14
Properties=species:S:1:pos:R:3:forces:R:3
C 0.363 2.298 -0.863 1.309 0.273 0.169
O -0.170 1.079 -0.439 1.255 -2.155 0.185
N 0.888 0.031 -0.138 0.607 3.158 -1.969
O 2.036 0.216 -0.534 -0.851 0.115 0.360
C 0.395 -0.914 0.525 -2.728 -1.594 0.343
C -1.059 -1.063 0.825 -1.721 -0.247 3.195
N -1.182 -2.271 1.581 0.860 -1.360 -0.712
O -1.989 -0.275 0.809 1.099 -0.647 -0.688
H -0.400 2.967 -0.514 0.078 0.800 0.533
H 0.399 2.446 -1.937 0.172 -0.530 -0.370
H 1.395 2.438 -0.444 -1.100 0.258 -0.241
H 0.927 -1.785 0.797 1.299 -0.123 -0.096
H -0.492 -3.020 1.303 -1.494 1.095 0.877
H -1.999 -2.579 2.173 1.214 0.956 -1.587
```
Positions in Å, forces in eV/Å.

natural (NBO) population analysis, charges in e, atoms 1 to 4:
1 C -0.28
2 O -0.37
3 N 0.39
4 O -0.42

---

Entry 7:
C4H6NO | the ωB97M-V functional and the def2-TZVPD basis

Its relative energy (zero: lowest compared OMol25 entry of this formula, charge and spin) is 54.9 kcal per mole. The value obtained for the total energy is -285.8382 Ha. The calculation puts the max |F| at 2.533 eV Å⁻¹. Its HOMO energy is -2.00 eV. Its net charge is -1. For the LUMO energy, the calculation gives 4.51 eV.

Structure (XYZ):
```
12
Properties=species:S:1:pos:R:3:forces:R:3
C 1.567 -0.269 0.472 0.607 -1.894 0.597
C 1.620 1.024 0.226 -0.988 0.890 -0.314
C 0.366 -1.134 -0.215 1.984 -1.135 1.091
C -0.953 -0.650 0.199 -0.011 0.923 0.035
N -1.538 0.441 -0.180 -0.106 0.425 -1.401
O -2.733 0.833 0.255 1.361 0.115 -0.482
H 2.323 1.773 0.714 -0.919 -1.013 -0.875
H 0.756 1.358 -0.407 0.763 1.155 0.213
H 0.472 -1.184 -1.286 0.073 0.490 -0.697
H 0.615 -2.239 0.083 -1.109 1.998 -0.204
H -1.469 -0.975 1.058 -0.458 -1.133 0.877
H -1.025 1.022 -0.919 -1.195 -0.820 1.159
```
Positions in Å, forces in eV/Å.

natural (NBO) population analysis, charges in e, atoms 1 to 4:
1 C -0.34
2 C -0.63
3 C -0.57
4 C 0.07